The following is a DFT calculation (the ωB97M-V functional and the def2-TZVPD basis) of C27H58N5O10S2 as an isolated structure at a distorted geometry.

Summary:
LUMO energy = 2.091 eV
Kohn-Sham gap = 0.2896 Ha
Net charge = -1

Last column: Löwdin charge in e.
CARTESIAN COORDINATES (ANGSTROEM)
C -2.1589 -0.7397 -1.3204  -0.046
C -1.3365 -0.8733 -0.0485  -0.273
C -1.8619 -1.4817 1.0596  -0.053
C -1.0870 -1.5701 2.2040  -0.082
C 0.1820 -1.0561 2.1926  -0.061
C 0.7216 -0.4382 1.0827  -0.239
C 2.1188 0.1360 1.2002  -0.188
S 3.3501 -0.6512 0.1387  0.495
O 4.4481 0.2923 -0.0090  -0.365
O 2.7079 -0.8234 -1.1457  -0.343
N 3.7959 -2.1126 0.6422  -0.307
S 4.1622 -2.2384 2.2270  0.517
O 5.0200 -3.3929 2.3691  -0.365
O 2.9683 -2.3905 3.0399  -0.349
C 5.1659 -0.8478 2.8304  -0.315
N 4.4985 0.0252 3.8049  -0.029
C -0.0602 -0.3573 -0.0486  -0.012
H -2.5829 0.2713 -1.3443  0.058
H -1.5334 -0.8624 -2.2098  0.081
H -2.9900 -1.4505 -1.3458  0.073
H -2.8592 -1.9139 1.0658  0.109
H -1.4704 -2.0337 3.1018  0.095
H 0.7884 -1.1345 3.0919  0.106
H 2.0732 1.1796 0.8634  0.112
H 2.3852 0.1652 2.2560  0.067
H 6.0306 -1.2933 3.3319  0.086
H 5.5702 -0.2306 2.0250  0.081
H 4.2472 0.8809 3.3171  0.055
H 3.6080 -0.3669 4.1042  0.047
H 0.3186 0.1429 -0.9362  0.121
C 7.0728 -4.1557 -6.2772  -0.129
O 7.6673 -4.0723 -4.9991  -0.200
C 7.5196 -2.7920 -4.3830  -0.217
C 6.6127 -2.8727 -3.1716  -0.213
N 5.2299 -3.1081 -3.5635  -0.045
C 4.3415 -3.4231 -2.4379  -0.191
C 4.5999 -4.7174 -1.6772  -0.206
O 4.3643 -5.9029 -2.4400  -0.183
C 5.4605 -6.3424 -3.2116  -0.121
H 7.3503 -5.1168 -6.7104  0.083
H 5.9807 -4.1094 -6.2127  0.079
H 7.4351 -3.3584 -6.9346  0.083
H 7.1626 -2.0411 -5.0939  0.118
H 8.5171 -2.4875 -4.0504  0.116
H 6.6703 -1.9322 -2.6166  0.129
H 6.9929 -3.6765 -2.5265  0.107
H 5.2011 -3.8772 -4.2204  0.062
H 3.3286 -3.4726 -2.8439  0.122
H 4.3555 -2.5938 -1.7306  0.075
H 3.8857 -4.7481 -0.8527  0.120
H 5.5937 -4.7465 -1.2165  0.113
H 6.4190 -6.1048 -2.7429  0.086
H 5.4241 -5.9238 -4.2226  0.067
H 5.3850 -7.4284 -3.3096  0.080
C -4.3614 3.8911 5.9086  -0.118
O -3.3827 3.3702 6.7878  -0.194
C -3.9269 2.6807 7.9078  -0.220
C -3.6166 1.1986 7.8293  -0.217
N -4.3743 0.5580 6.7604  -0.054
C -3.9583 -0.8142 6.4755  -0.200
C -2.5496 -1.0294 5.9251  -0.222
O -2.3512 -0.5032 4.6272  -0.202
C -1.9693 0.8601 4.5819  -0.084
H -3.8485 4.5023 5.1673  0.089
H -4.8942 3.0904 5.3853  0.079
H -5.0788 4.5199 6.4448  0.085
H -5.0021 2.8555 8.0088  0.120
H -3.4387 3.0901 8.7978  0.119
H -3.8741 0.7268 8.7824  0.121
H -2.5348 1.0956 7.6752  0.107
H -4.2724 1.1035 5.9145  0.068
H -4.6630 -1.2078 5.7383  0.118
H -4.0825 -1.4154 7.3822  0.115
H -2.4047 -2.1102 5.8310  0.123
H -1.7697 -0.6788 6.6112  0.113
H -1.3701 1.1513 5.4483  0.092
H -2.8452 1.5092 4.4922  0.073
H -1.3690 1.0016 3.6816  0.085
C -6.8651 5.4259 -4.6893  -0.119
O -6.0688 4.6482 -5.5626  -0.196
C -4.8574 5.2877 -5.9543  -0.218
C -3.6566 4.5690 -5.3716  -0.217
N -3.5760 4.7629 -3.9285  -0.054
C -2.5820 3.9159 -3.2686  -0.194
C -2.8085 2.4061 -3.2902  -0.223
O -3.9378 1.9797 -2.5455  -0.190
C -5.1616 1.9981 -3.2558  -0.097
H -7.8144 4.9081 -4.5572  0.087
H -6.3921 5.5339 -3.7077  0.079
H -7.0628 6.4157 -5.1118  0.086
H -4.8535 6.3478 -5.6852  0.120
H -4.8047 5.2218 -7.0454  0.119
H -2.7456 4.9575 -5.8360  0.123
H -3.7493 3.5065 -5.6317  0.106
H -4.4812 4.5686 -3.5211  0.067
H -2.5502 4.2288 -2.2220  0.120
H -1.5969 4.1333 -3.6921  0.119
H -1.9439 1.9464 -2.8042  0.113
H -2.8365 1.9969 -4.3068  0.115
H -5.0262 1.7941 -4.3206  0.090
H -5.6813 2.9506 -3.1175  0.070
H -5.8000 1.2198 -2.8340  0.088

The following is a DFT calculation (the ωB97M-V functional and the def2-TZVPD basis) of a 3-piece molecular cluster, C27H59IN4O5SSi2 overall.

Summary:
Multiplicity = 3
⟨S²⟩ = 2.008
LUMO energy (alpha / beta) = 0.375 / 0.370 eV
Kohn-Sham gap (alpha / beta) = 0.3010 / 0.3288 Ha

Last column: Löwdin charge in e.
CARTESIAN COORDINATES (ANGSTROEM)
C -2.6533 1.5310 -0.1460  -0.160
C -3.7712 1.1107 -1.0867  -0.520
S -3.3844 -0.1503 -2.3374  0.852
C -1.8581 0.4306 -3.1286  -0.554
Si -0.4927 -0.8588 -3.2234  0.428
C 1.2314 -0.1268 -2.8682  -0.254
C 2.0066 -0.4053 -1.6112  -0.879
O 3.1767 -0.5253 -1.5478  -0.009
I 0.8991 -0.5604 0.2356  0.891
O -0.8128 -2.1491 -2.2740  -0.406
Si -0.4845 -3.7736 -2.4723  0.537
C 1.3562 -3.9786 -2.1814  -0.352
N 1.7160 -5.3824 -2.4781  -0.060
C -1.4256 -4.7188 -1.1487  -0.196
C -2.1278 -3.7911 -0.1426  -0.450
O -3.1824 -3.0954 -0.8073  -0.077
C -2.7567 -4.5355 1.0305  -0.240
N -2.7427 -3.6987 2.2361  0.004
H -2.5748 0.8468 0.7011  0.064
H -2.8626 2.5269 0.2508  0.076
H -1.6743 1.5579 -0.6242  0.025
H -4.2201 1.9718 -1.5875  0.071
H -4.5602 0.6206 -0.5112  0.040
H -1.5102 1.3547 -2.6605  0.033
H -2.1059 0.6896 -4.1644  0.030
H -0.3892 -1.3156 -4.6313  0.024
H 1.9042 -0.4601 -3.6680  0.085
H 1.1622 0.9674 -2.9447  0.097
H -0.8295 -4.2446 -3.8308  0.015
H 1.9364 -3.3088 -2.8261  0.074
H 1.5786 -3.6862 -1.1423  0.070
H 2.6892 -5.4546 -2.7497  0.058
H 1.6184 -5.9538 -1.6469  0.055
H -0.6901 -5.3484 -0.6283  0.080
H -2.1776 -5.3922 -1.5734  0.091
H -1.3994 -3.0762 0.2666  0.111
H -2.8927 -2.2158 -1.0931  -0.009
H -3.7729 -4.8118 0.7183  0.119
H -2.2068 -5.4619 1.2244  0.108
H -2.8901 -2.7314 1.9612  0.046
H -3.5137 -3.9307 2.8521  0.060
C -6.0525 1.9571 5.5357  -0.024
C -6.0367 2.2787 4.0393  -0.486
C -7.4332 2.6510 3.5202  -0.133
C -8.3779 1.4614 3.3755  -0.170
C -7.7523 0.3724 2.5078  -0.130
C -6.3864 -0.0925 3.0229  -0.478
N -5.5241 1.1298 3.2132  -0.095
O -4.9285 1.5031 2.1460  -0.037
C -6.5403 -0.9128 4.3077  -0.033
C -5.6993 -0.9860 1.9942  -0.031
C -5.0851 3.4556 3.8484  -0.044
H -6.5598 1.0367 5.7938  0.051
H -5.0308 1.8911 5.9128  0.092
H -6.5557 2.7695 6.0613  0.091
H -7.3168 3.1289 2.5426  0.124
H -7.8542 3.4014 4.1936  0.122
H -8.6518 1.0667 4.3579  0.107
H -9.3075 1.7978 2.9129  0.113
H -8.4062 -0.5015 2.4455  0.126
H -7.6283 0.7551 1.4900  0.126
H -5.5843 -1.0180 4.8220  0.097
H -6.8898 -1.9086 4.0334  0.087
H -7.2689 -0.5055 5.0026  0.060
H -5.6341 -0.5084 1.0222  0.063
H -6.2777 -1.9054 1.8906  0.094
H -4.6900 -1.2455 2.3169  0.081
H -4.0635 3.1727 4.1011  0.091
H -5.4005 4.2579 4.5194  0.092
H -5.0946 3.8255 2.8276  0.078
C 8.6070 2.8731 -3.5028  -0.026
C 9.0456 2.4746 -2.0912  -0.490
C 9.6839 1.0779 -2.0683  -0.134
C 8.6797 -0.0631 -2.2110  -0.172
C 7.5796 0.0467 -1.1581  -0.129
C 6.8602 1.3993 -1.1845  -0.481
N 7.9021 2.4823 -1.1157  -0.107
O 8.2548 2.7716 0.0781  -0.027
C 5.9655 1.5081 -2.4226  -0.031
C 5.9568 1.5449 0.0373  -0.036
C 10.0625 3.5139 -1.6308  -0.047
H 7.7633 2.3133 -3.8851  0.050
H 8.3426 3.9315 -3.5249  0.091
H 9.4438 2.7183 -4.1852  0.089
H 10.2157 0.9623 -1.1189  0.124
H 10.4346 1.0359 -2.8615  0.120
H 8.2542 -0.0759 -3.2185  0.106
H 9.2006 -1.0146 -2.0880  0.112
H 6.8289 -0.7370 -1.2900  0.126
H 8.0217 -0.0921 -0.1667  0.126
H 5.6621 2.5418 -2.5973  0.097
H 5.0698 0.9134 -2.2479  0.061
H 6.4209 1.1222 -3.3312  0.061
H 6.4953 1.3911 0.9676  0.080
H 5.1619 0.8004 -0.0362  0.077
H 5.5019 2.5359 0.0663  0.094
H 9.5954 4.4932 -1.5291  0.090
H 10.8476 3.5785 -2.3879  0.090
H 10.5106 3.2498 -0.6778  0.079